(1)
{
  "formula": "C5H6N2S",
  "method": "ωB97M-V/def2-TZVPD",
  "relative_energy_kcal_mol": 112.5,
  "orbital_gap_ev": 7.57,
  "max_force_ev_per_a": 4.63,
  "symbols": ["S", "N", "N", "C", "C", "C", "C", "C", "H", "H", "H", "H", "H", "H"],
  "positions_angstrom": [[-3.1390, -0.3431, 0.1321], [0.7063, -1.4685, -0.2923], [0.0161, 1.9040, -0.2564], [-2.2822, 1.0955, -0.1005], [-0.9540, 1.0169, -0.1733], [-1.8072, -1.4214, 0.0113], [-0.5257, -1.0212, -0.1112], [1.3639, -2.3812, 0.2676], [-2.2869, -2.4147, -0.2169], [-2.8212, 1.9875, 0.0074], [0.8653, 1.7766, -0.8658], [0.8591, -2.9691, 0.9340], [2.4157, -2.1951, 0.3194], [-0.0665, 2.8686, 0.1729]],
  "forces_ev_per_a": [[-0.5, -0.8, 0.1], [0.4, 1.8, -1.0], [2.6, 2.9, 0.0], [1.4, -0.2, 0.6], [0.3, -4.4, -0.7], [-0.4, -1.6, -1.0], [-3.0, 3.6, 0.2], [0.3, 1.9, -0.3], [1.2, 0.6, 0.6], [-0.7, 1.2, -0.2], [-1.6, -0.1, 1.1], [-0.8, -2.2, 1.9], [0.8, -0.9, -0.5], [0.1, -1.9, -0.8]],
  "mulliken_charge": [-0.12, -0.39, -0.39, -0.54, 0.11, -0.26, 0.25, -0.37, 0.29, 0.40, 0.24, 0.29, 0.26, 0.22]
}



(2)
{
  "formula": "C32H34Br2CsN5O3PSSe",
  "method": "ωB97M-V/def2-TZVPD",
  "relative_energy_kcal_mol": 8.1,
  "orbital_gap_ev": 6.22,
  "charge": -1,
  "max_force_ev_per_a": 1.00,
  "symbols": ["Cs", "Br", "Br", "Se", "S", "P", "O", "O", "O", "N", "N", "N", "N", "N", "C", "C", "C", "C", "C", "C", "C", "C", "C", "C", "C", "C", "C", "C", "C", "C", "C", "C", "C", "C", "C", "C", "C", "C", "C", "C", "C", "C", "C", "C", "C", "C", "H", "H", "H", "H", "H", "H", "H", "H", "H", "H", "H", "H", "H", "H", "H", "H", "H", "H", "H", "H", "H", "H", "H", "H", "H", "H", "H", "H", "H", "H", "H", "H", "H", "H"],
  "positions_angstrom": [[0.0063, 0.0092, -1.5167], [1.3541, -3.7793, -0.2148], [-2.6239, 1.9449, -4.3969], [-5.1673, -0.4288, 1.0636], [1.6060, 1.4983, 1.0974], [-2.0074, -2.7475, -3.4965], [1.8311, 2.8159, 1.6490], [0.1968, 1.1237, 1.0119], [-1.0015, -1.6685, -3.3913], [-2.6052, 1.8736, -1.6394], [-4.9188, 0.9829, 3.7173], [2.3809, 1.1862, -0.2286], [-0.6431, -2.1877, 0.8597], [2.5183, 1.3636, -2.9746], [-3.1191, 2.5427, -2.6419], [3.4325, 2.0352, -2.2205], [-3.1622, -2.4691, -4.8616], [0.4739, -3.5403, 2.4738], [-2.9797, -2.9573, -1.9958], [-3.9716, 3.6193, -2.5195], [2.9673, -1.5895, 4.2040], [-4.0753, 3.7211, 1.2856], [4.3103, 2.6734, -0.0491], [3.3476, -2.6403, 5.2143], [5.3869, 3.5230, -2.0389], [4.4671, 2.8954, -4.2394], [2.0737, -0.5727, 4.5317], [-5.0141, 0.4345, 2.6966], [-1.4046, -1.6723, 1.8338], [-1.2716, -2.0334, 3.1714], [3.5288, 2.2260, -4.9680], [2.1989, 0.3055, 2.3015], [-2.1102, -1.3807, 4.2314], [-4.2953, 4.0134, -1.2271], [-3.7743, 3.3369, -0.1342], [1.6881, 0.3689, 3.5894], [4.4483, 2.8246, -2.8293], [2.5641, 1.4657, -4.2783], [3.3596, 1.9667, -0.7739], [5.3042, 3.4395, -0.6779], [3.4771, -1.6315, 2.9090], [-0.3091, -2.9884, 3.4729], [3.0975, -0.6917, 1.9610], [-2.9310, 2.2617, -0.4054], [-1.2546, -4.3532, -3.8643], [0.2499, -3.0846, 1.1885], [-2.3059, -3.2403, -1.1845], [2.9815, -2.3813, 6.2080], [-2.0141, -5.1095, -4.0703], [-2.5935, -2.2073, -5.7539], [4.1719, -2.4163, 2.6280], [1.6639, -0.5223, 5.5351], [-3.2178, 4.2284, 1.7336], [6.0140, 3.9723, -0.0555], [-0.6558, -4.6666, -3.0077], [3.4800, -0.7337, 0.9483], [-2.3924, -2.0886, 5.0120], [3.5088, 2.2664, -6.0494], [2.9232, -3.6121, 4.9464], [4.4305, -2.7654, 5.2729], [0.9810, 1.1486, 3.8486], [-2.4969, 1.6936, 0.4102], [-3.8159, -1.6316, -4.6142], [-0.1621, -3.3021, 4.5012], [-3.7671, -3.3557, -5.0600], [-4.3616, 4.1221, -3.3919], [-4.9321, 4.3924, 1.3415], [-3.4354, -2.0006, -1.7309], [-3.7627, -3.7093, -2.1029], [-4.2918, 2.8382, 1.8872], [1.8127, 0.9174, -4.8403], [4.2672, 2.6500, 1.0306], [-4.9648, 4.8521, -1.0739], [-0.5977, -4.2516, -4.7282], [6.1503, 4.1171, -2.5280], [1.2388, -4.2756, 2.6762], [-2.1498, -0.9426, 1.5326], [-1.5527, -0.5691, 4.7068], [-3.0161, -0.9472, 3.8112], [5.2329, 3.4951, -4.7188]],
  "forces_ev_per_a": [[-0.1, 0.0, -0.3], [-0.1, 0.1, -0.1], [0.0, 0.0, 0.1], [0.1, 0.3, 0.5], [0.4, 0.0, 0.5], [-0.3, -0.4, -0.3], [0.2, 0.1, 0.1], [0.3, 0.2, -0.1], [0.2, 0.0, -0.4], [0.0, 0.0, 0.1], [0.0, -0.1, -0.1], [-0.9, -0.2, 0.4], [-0.1, 0.0, -0.1], [-0.1, 0.0, 0.2], [0.0, -0.1, -0.1], [0.3, 0.2, 0.0], [-0.1, 0.0, 0.1], [0.0, 0.0, 0.0], [0.0, 0.0, -0.1], [-0.1, 0.1, 0.1], [0.0, 0.0, 0.0], [0.0, 0.0, 0.0], [-0.1, -0.1, -0.1], [0.0, 0.0, 0.0], [0.1, 0.1, 0.0], [0.0, 0.0, 0.0], [0.0, 0.0, -0.1], [-0.1, -0.3, -0.5], [0.2, -0.1, 0.0], [-0.1, 0.1, 0.0], [0.0, 0.0, -0.1], [0.1, 0.1, -0.1], [0.0, 0.0, 0.0], [0.0, 0.0, -0.1], [0.0, 0.0, 0.0], [-0.1, 0.0, 0.1], [-0.2, -0.1, 0.1], [0.1, 0.0, 0.1], [0.3, 0.2, 0.0], [0.0, 0.0, 0.0], [0.0, 0.0, 0.1], [0.0, -0.1, 0.0], [0.0, 0.0, -0.1], [0.0, 0.0, 0.0], [-0.1, 0.0, 0.2], [0.0, 0.1, 0.1], [0.0, 0.0, 0.0], [0.0, 0.0, 0.0], [0.0, 0.0, 0.0], [0.0, 0.0, 0.0], [0.0, 0.0, 0.0], [0.0, 0.0, 0.0], [0.0, 0.0, 0.0], [0.0, 0.0, 0.0], [0.0, 0.0, 0.0], [0.0, 0.0, 0.0], [0.0, 0.0, 0.0], [0.0, 0.0, 0.0], [0.0, 0.0, 0.0], [0.0, 0.0, 0.0], [0.0, 0.0, 0.0], [0.0, 0.0, 0.0], [0.0, 0.0, 0.0], [0.0, 0.0, 0.0], [0.0, 0.0, 0.0], [0.0, 0.0, 0.0], [0.0, 0.0, 0.0], [0.0, 0.0, 0.0], [0.0, 0.0, 0.0], [0.0, 0.0, 0.0], [0.0, 0.0, 0.0], [0.0, 0.0, 0.0], [0.0, 0.0, 0.0], [0.0, 0.0, 0.0], [0.0, 0.0, 0.0], [0.0, 0.0, 0.0], [0.0, 0.0, 0.0], [0.0, 0.0, 0.0], [0.0, 0.0, 0.0], [0.0, 0.0, 0.0]],
  "mulliken_charge": [1.46, -0.18, -0.19, -0.37, 0.98, 0.99, -0.78, -0.40, -0.67, -0.02, -0.71, 0.06, -0.19, -0.05, -0.03, -0.28, -1.18, -0.50, -0.86, -0.47, 1.00, -0.96, -0.40, -1.58, -0.94, -0.61, -0.65, 0.18, -0.14, 0.57, -0.82, 0.18, -1.26, -0.47, 0.31, -0.94, 1.33, -0.28, -0.19, -0.87, -0.72, -0.47, -0.29, -0.43, -1.16, -0.02, 0.11, 0.37, 0.37, 0.33, 0.38, 0.32, 0.25, 0.36, 0.25, 0.50, 0.43, 0.36, 0.26, 0.41, 0.46, 0.66, 0.32, 0.43, 0.37, 0.39, 0.38, 0.28, 0.40, 0.07, 0.50, 0.45, 0.38, 0.33, 0.34, 0.48, 0.27, 0.22, 0.19, 0.38]
}



no.,HOMO (eV)
1,-7.3
2,-4.5